Entry 1:
The following is a quantum chemistry calculation of a molecular structure, C5H10O2, from OMol25.

XYZ file:
```
17
Properties=species:S:1:pos:R:3:forces:R:3
C 2.0363 1.7149 -0.3391 0.24 0.13 -0.34
O 1.5523 1.1886 0.8765 -0.20 0.06 0.08
C -0.3416 -0.7563 -0.3310 0.25 -0.11 -0.16
C -0.3500 -1.6686 0.8824 0.30 0.01 0.21
O -1.7609 -1.9506 0.7124 -0.12 -0.05 0.03
C -1.7700 -1.1741 -0.4777 -0.28 0.00 -0.35
C -1.4546 0.2554 -0.1780 -0.11 0.17 0.06
H 3.0657 1.3682 -0.4586 -0.11 0.06 0.01
H 1.4580 1.3656 -1.2076 0.09 0.05 0.16
H 2.0419 2.8145 -0.3501 -0.04 -0.17 0.05
H 0.4526 -0.6750 -1.0648 -0.19 -0.02 0.16
H -0.1262 -1.2152 1.8547 -0.02 -0.07 -0.12
H 0.2362 -2.5830 0.7476 -0.06 0.13 0.01
H -2.3443 -1.5305 -1.3276 0.07 0.09 0.17
H -1.5714 0.9584 -0.9997 0.03 -0.16 0.10
H -1.7138 0.6406 0.8089 0.02 -0.07 -0.14
H 0.5897 1.2472 0.8515 0.13 -0.06 0.08
```
Positions in Å, forces in eV/Å.

Values from the calculation:
- DFT total energy: -9439.21092 eV
- LUMO: 0.936 eV
- Molecular weight: 102.133 g/mol
- Frontier orbital gap: 10.376 eV
- Charge: 0
- ΔE to the lowest compared entry with this formula, charge and spin: 369.7 kJ/mol



Entry 2:
The following is a quantum chemistry calculation of 12 unconnected molecules or ions with the total composition C36H84F4O44P8, from OMol25.

XYZ file:
```
176
Properties=species:S:1:pos:R:3:forces:R:3
O 5.5271 8.5275 -3.3135 -1.95 -0.62 0.94
C 4.6828 8.1340 -2.5280 2.75 1.57 -3.95
O 3.4209 7.8160 -2.7975 -0.28 0.58 -1.52
C 2.7886 7.5709 -1.5969 -0.93 -1.57 1.54
C 3.9851 7.1366 -0.7304 -0.27 0.99 -0.24
F 4.5313 5.9516 -1.0545 -1.08 -2.32 0.67
O 4.9524 7.9477 -1.2787 1.27 1.69 2.68
H 2.3062 8.4432 -1.1559 0.24 0.33 -0.08
H 2.0002 6.8307 -1.7335 0.25 -0.21 -0.01
H 3.9156 7.3315 0.3397 -0.02 -0.46 -0.03
O -0.9897 -2.9505 -2.4510 3.06 0.42 -2.08
C 0.0599 -2.6902 -3.0468 -3.07 0.67 1.55
O 1.1014 -2.0833 -2.4512 1.65 -0.72 0.20
C 2.2386 -2.1309 -3.3617 0.49 1.32 1.57
C 1.7069 -2.6993 -4.5784 -1.90 2.65 -0.62
F 2.1064 -3.9048 -4.7451 1.29 -3.59 -1.09
O 0.2825 -2.7559 -4.3849 0.37 -0.15 -0.11
H 2.6526 -1.1485 -3.5888 -0.55 0.36 0.61
H 3.1224 -2.7267 -3.1339 -0.37 -0.31 1.19
H 2.0729 -1.9997 -5.3298 -0.95 -0.65 -1.22
O 0.3376 2.1440 -0.4792 -2.72 -2.78 2.62
C -0.3521 1.4246 0.2812 3.89 2.45 -2.30
O -1.6280 1.2640 0.3031 -2.01 0.37 -0.57
C -2.0194 0.6607 1.5173 -1.70 -1.06 0.46
C -0.7330 0.1488 2.2136 -2.11 0.65 -2.47
F -0.6878 -1.2340 2.2322 0.35 1.26 0.03
O 0.1953 0.6870 1.2674 1.77 -0.74 2.32
H -2.6655 1.3451 2.0670 0.71 0.52 0.34
H -2.7385 -0.1391 1.3403 0.42 -0.42 -0.46
H -0.7903 0.5485 3.2261 1.41 -0.22 0.05
O 5.8039 5.0228 4.4313 -1.15 -3.27 -2.99
C 5.7035 4.0890 3.6197 1.19 1.85 1.80
O 4.6557 3.3096 3.2893 -0.43 1.19 1.97
C 5.0053 2.3030 2.3577 -0.10 0.56 -0.66
C 6.5583 2.3249 2.4102 -1.05 0.89 -1.79
F 7.1326 2.2502 1.1168 -0.82 -0.04 2.04
O 6.7843 3.6420 2.9090 0.65 -0.84 0.23
H 4.4685 1.3898 2.6145 0.49 -0.07 0.16
H 4.5646 2.7075 1.4466 0.62 -0.56 -0.63
H 6.9462 1.5306 3.0480 0.55 0.27 -0.15
C -3.5633 -11.2499 3.0400 -0.83 -3.52 0.24
O -2.8767 -10.1149 3.1887 1.68 4.26 -0.12
P -2.9569 -9.2781 4.5311 -1.01 0.57 0.17
O -4.3508 -8.7871 4.8145 2.41 -1.07 0.31
O -2.2369 -10.3014 5.6135 0.18 2.41 -2.47
C -3.0112 -11.0950 6.4383 -1.19 0.13 1.63
O -1.8809 -8.1209 4.2405 -0.90 -2.60 -1.24
C -1.4014 -7.2624 5.2247 0.54 -0.13 0.95
H -4.5371 -11.2789 3.5289 -0.14 0.25 0.01
H -2.9116 -11.9856 3.5113 -0.43 -0.91 -0.05
H -3.6886 -11.5413 1.9972 0.07 0.37 -0.05
H -4.0688 -10.8425 6.3622 -0.18 -0.29 -0.37
H -2.7733 -10.7600 7.4479 0.20 -0.73 0.31
H -2.8335 -12.1554 6.2590 0.06 0.11 0.11
H -2.0538 -7.3947 6.0878 -0.08 1.18 0.16
H -1.2742 -6.2944 4.7399 -0.53 0.20 0.61
H -0.4142 -7.5677 5.5717 0.17 -0.22 -0.19
C -2.6721 7.0982 -5.1859 1.03 -1.30 1.47
O -2.2398 6.6344 -6.4413 0.94 -0.57 -2.85
P -0.7543 5.9963 -6.7600 -0.55 -1.07 0.45
O 0.4202 6.8949 -6.6888 -1.36 -0.96 0.22
O -0.9705 5.2595 -8.1913 -1.44 1.12 1.95
C 0.0880 4.6252 -8.8620 0.71 0.90 -1.53
O -0.6774 4.6784 -5.7971 0.18 2.15 -0.47
C -1.7136 3.6628 -5.7984 1.94 -0.01 -0.03
H -1.9656 7.8633 -4.8640 -0.28 -0.10 0.53
H -2.6795 6.1737 -4.6086 0.68 0.29 1.06
H -3.7073 7.3824 -4.9970 -0.12 0.58 -1.57
H 0.1774 5.2439 -9.7549 0.42 -0.29 -0.34
H -0.1732 3.6242 -9.2051 -0.11 -0.05 0.54
H 1.0632 4.6807 -8.3781 -0.23 -0.23 0.44
H -1.9302 3.5683 -4.7343 -0.94 -0.15 -0.36
H -1.1248 2.7951 -6.0959 -0.57 -0.42 -0.02
H -2.4833 3.8476 -6.5477 -0.27 0.10 0.55
C -6.2445 -1.0349 -3.6822 0.14 -1.28 1.69
O -6.4518 -0.0198 -4.5873 0.09 1.17 -3.10
P -6.1652 -0.2165 -6.2212 -3.27 2.49 1.95
O -4.8687 -0.7797 -6.4728 0.99 -0.57 -0.86
O -6.5058 1.2986 -6.7922 0.98 -2.95 0.71
C -7.4897 2.1366 -6.1787 0.32 -0.29 0.59
O -7.4999 -0.9901 -6.7056 0.22 -0.42 -0.46
C -7.5220 -2.3824 -7.0356 0.95 -1.56 0.08
H -5.7735 -1.9434 -4.0577 0.10 0.13 -0.38
H -7.1809 -1.3271 -3.2069 -0.31 -0.05 -0.23
H -5.6345 -0.6827 -2.8504 0.28 0.17 -0.15
H -6.9175 3.0551 -6.0486 -0.86 0.38 -0.05
H -7.7860 1.7444 -5.2058 0.17 0.11 0.06
H -8.4028 2.1723 -6.7729 0.32 0.38 -0.32
H -8.2870 -3.0006 -6.5658 -0.27 0.87 0.87
H -6.5688 -2.8463 -6.7820 0.10 0.11 0.20
H -7.6713 -2.7064 -8.0656 0.07 1.34 -0.58
C 5.6440 0.1007 8.7775 0.15 0.36 1.25
O 5.3573 -0.6496 7.6665 -0.68 -2.39 -2.75
P 4.6758 -2.1081 7.6711 -1.87 0.26 -1.94
O 4.3239 -2.6535 6.3207 1.06 1.18 1.86
O 5.6261 -3.0302 8.5450 -1.18 0.73 0.19
C 6.9536 -3.0672 8.1400 3.24 -1.71 -0.37
O 3.3497 -1.8763 8.5614 2.78 -0.64 1.03
C 2.1860 -1.4123 7.9662 -1.49 0.03 -0.67
H 5.1560 -0.3537 9.6398 0.00 0.45 0.34
H 5.2560 1.0939 8.5512 0.27 0.14 0.54
H 6.7240 0.0791 8.9226 0.01 0.39 0.20
H 7.3383 -2.5010 7.2918 -0.88 1.04 0.23
H 7.3017 -4.0387 7.7893 -1.08 -0.77 -0.15
H 7.6622 -3.0145 8.9666 -0.45 0.99 0.45
H 1.4863 -2.2475 7.9984 -0.20 0.12 -0.45
H 2.3539 -1.0580 6.9491 -0.09 -0.22 -0.07
H 1.7200 -0.6007 8.5249 0.41 0.07 0.31
C 7.1744 2.5431 -8.3439 1.08 0.17 -1.61
O 7.3390 2.1312 -7.0021 -1.24 -0.99 1.34
P 6.2258 1.1885 -6.2855 -2.69 1.11 2.43
O 5.9463 -0.1578 -6.8258 0.73 1.40 0.07
O 6.6065 1.2262 -4.6534 0.02 0.15 -2.79
C 8.0069 1.2793 -4.2875 -1.12 -0.69 0.69
O 4.7815 2.0468 -6.1891 2.12 -1.24 -0.57
C 4.5322 3.3124 -5.5008 0.37 -1.51 -0.33
H 8.0330 2.2066 -8.9250 0.26 -0.32 0.23
H 7.2634 3.6261 -8.4290 -0.62 0.04 0.38
H 6.3400 2.1352 -8.9146 -0.47 0.12 0.68
H 8.1385 2.2636 -3.8381 0.79 0.14 -0.77
H 8.5849 0.9034 -5.1317 0.57 0.76 0.29
H 8.1293 0.5865 -3.4549 0.02 -0.22 -0.10
H 3.8571 3.0681 -4.6806 -0.04 0.21 -0.04
H 4.0298 3.9145 -6.2579 0.31 0.44 0.41
H 5.4669 3.6846 -5.0815 -0.17 0.46 -0.26
C -4.8728 5.2546 0.5827 -0.50 0.04 -1.81
O -4.2960 5.9403 1.6577 3.71 0.74 0.58
P -2.7634 6.6279 1.4973 -1.40 0.21 2.65
O -2.5157 7.2632 0.2159 0.15 0.00 -0.18
O -2.7902 7.6981 2.7762 0.08 -1.17 -2.84
C -3.2750 7.3065 4.0376 -0.17 -1.18 0.32
O -1.6877 5.4982 1.9590 -0.57 0.10 -0.08
C -0.3419 5.8002 2.3747 0.62 0.95 0.39
H -4.7834 5.8007 -0.3564 -0.70 1.09 0.20
H -5.9043 5.0941 0.8964 0.13 -0.24 -0.46
H -4.3969 4.3762 0.1469 0.34 -0.87 1.43
H -3.9631 6.4638 3.9706 -0.36 0.18 -0.21
H -3.7998 8.1515 4.4834 0.42 -0.08 0.19
H -2.4432 6.8778 4.5965 0.08 0.62 0.55
H -0.0523 5.3627 3.3301 -0.87 -0.32 0.18
H -0.1971 6.8718 2.5116 -0.23 0.12 -0.12
H 0.4708 5.4720 1.7266 -0.70 -0.25 -0.80
C 6.6700 -4.1067 1.4889 -0.44 1.60 1.31
O 6.7549 -5.4352 1.1755 -0.52 -3.51 -1.77
P 5.8619 -6.3703 0.1847 -0.57 2.66 -1.52
O 5.6837 -5.8124 -1.1799 0.21 -0.27 1.30
O 6.6606 -7.7336 0.1922 -0.97 0.55 0.60
C 5.9750 -8.9257 0.5682 -0.29 -1.08 -0.01
O 4.4208 -6.5883 0.9116 -0.03 0.14 0.22
C 3.3103 -5.6815 0.6524 -0.45 0.93 -0.39
H 7.5860 -3.9496 2.0584 -0.17 0.60 0.04
H 5.8015 -3.9397 2.1260 0.02 0.03 0.41
H 6.5589 -3.3426 0.7196 0.36 -0.56 -0.76
H 5.4138 -9.4308 -0.2179 0.22 0.53 -0.78
H 5.1875 -8.7250 1.2946 0.64 -0.15 0.57
H 6.7586 -9.6379 0.8270 -0.26 0.16 0.64
H 3.3792 -4.7112 1.1442 1.17 0.21 -0.21
H 2.3200 -5.8985 1.0527 0.39 -1.76 0.40
H 3.1062 -5.5378 -0.4086 0.66 -0.05 -0.06
C -6.8502 -2.4485 4.1352 0.69 -1.07 0.69
O -7.6121 -1.3583 4.6670 -1.78 1.30 -1.44
P -8.4237 -0.3647 3.6337 2.03 -0.84 -0.31
O -7.4425 0.4395 2.7976 -2.74 -1.35 1.36
O -9.3717 -1.4667 2.8389 0.87 0.49 1.01
C -9.9947 -1.1284 1.5852 0.14 1.20 0.58
O -9.4471 0.4654 4.6298 3.62 -2.73 -0.86
C -10.2825 1.3364 3.9806 -1.47 1.86 -0.50
H -5.8103 -2.3299 4.4395 -0.02 0.33 -0.09
H -6.8548 -2.7035 3.0755 -0.48 0.92 -0.20
H -7.1757 -3.3694 4.6191 -0.29 0.13 0.19
H -9.2057 -1.0352 0.8389 -0.32 0.25 -0.15
H -10.5112 -0.2010 1.8325 0.06 0.29 -1.04
H -10.7857 -1.7998 1.2510 0.45 -0.62 0.53
H -11.1304 0.7680 3.5985 -0.61 0.49 0.50
H -9.9283 1.9238 3.1335 0.94 -0.45 -0.27
H -10.4402 2.1230 4.7185 -1.08 -0.19 -0.02
```
Positions in Å, forces in eV/Å.

Values from the calculation:
- DFT total energy: -213973.63392 eV
- LUMO: -0.155 eV
- Molecular weight: 1544.808 g/mol
- Frontier orbital gap: 10.131 eV
- Charge: 0
- ΔE to the lowest compared entry with this formula, charge and spin: 878.6 kJ/mol



Entry 3:
The following is a quantum chemistry calculation of a molecular structure, C26H23N2O4PbSSi, from OMol25.

XYZ file:
```
58
Properties=species:S:1:pos:R:3:forces:R:3
Pb 0.4476 0.4641 0.4678 0.20 -0.25 0.53
O -0.9901 2.2088 0.9669 1.83 -0.85 -0.24
C -2.2580 2.2482 1.1068 -1.28 -0.08 0.07
C -2.8245 3.4852 1.5295 0.21 -0.10 -0.04
C -4.1724 3.6748 1.6586 -0.02 -0.10 -0.07
C -5.0581 2.6247 1.4009 -0.25 0.02 0.03
C -4.5498 1.4094 1.0174 0.03 -0.02 0.03
C -3.1724 1.1731 0.8455 0.09 0.83 0.22
C -2.8255 -0.1503 0.4339 0.36 -0.86 -0.38
N -1.6509 -0.6480 0.2288 0.65 1.64 0.19
N -1.5172 -1.9552 0.0014 -0.56 -1.82 -0.06
C -0.3074 -2.3946 -0.3028 -1.26 0.32 0.32
O 0.7047 -1.6889 -0.5337 0.87 1.28 0.16
C -0.1268 -3.8654 -0.2704 0.25 -0.18 -0.04
C -1.1056 -4.7736 -0.6494 0.01 0.16 0.01
C -0.8362 -6.1303 -0.5977 -0.10 -0.10 -0.07
C 0.3992 -6.5854 -0.1661 -0.01 -0.16 0.01
C 1.3665 -5.6802 0.2353 0.06 -0.10 0.00
C 1.1080 -4.3258 0.1795 -0.09 0.08 -0.08
H -2.1235 4.2826 1.7294 0.06 0.06 0.00
H -4.5541 4.6425 1.9556 -0.01 0.06 0.05
H -6.1254 2.7724 1.5040 0.01 -0.06 0.02
H -5.2275 0.5797 0.8542 -0.03 -0.03 -0.09
H -3.6712 -0.8265 0.2630 0.22 -0.04 0.13
H -2.0612 -4.4046 -0.9927 -0.06 0.02 0.02
H -1.5916 -6.8412 -0.9025 -0.06 -0.04 -0.04
H 0.6088 -7.6469 -0.1462 -0.02 -0.04 0.03
H 2.3268 -6.0305 0.5810 0.12 -0.05 0.06
H 1.8482 -3.6030 0.4852 0.08 0.07 -0.01
O 4.5448 1.6024 1.8605 -0.07 -0.17 0.18
C 3.4087 1.1683 2.0322 1.14 0.11 0.51
O 2.5208 1.2589 1.1316 -1.79 -0.12 -1.22
C 3.0938 0.5761 3.4033 -0.02 0.05 0.11
C 3.9972 0.9279 4.4081 0.10 0.08 -0.02
C 3.8404 0.5383 5.7225 -0.03 -0.01 0.06
C 2.7345 -0.2217 6.0751 0.09 0.01 0.02
C 1.8354 -0.5994 5.1020 -0.09 -0.06 -0.09
C 2.0079 -0.2345 3.7596 0.16 0.42 -0.15
S 0.8403 -0.9783 2.6867 -0.70 0.30 -1.19
H 4.8489 1.5224 4.1094 -0.02 0.02 -0.03
H 4.5687 0.8263 6.4688 0.02 0.05 0.01
H 2.5714 -0.5133 7.1042 -0.01 -0.05 0.03
H 0.9780 -1.2045 5.3599 -0.08 -0.02 0.03
C 0.3898 4.0469 -4.6490 0.08 -0.71 0.16
Si 0.4297 2.1409 -4.5174 -0.04 0.08 -0.47
C -1.1556 1.4919 -5.3693 0.56 0.17 0.45
C 1.9244 1.4507 -5.4851 -0.52 0.28 0.43
C 0.5417 1.5995 -2.7419 -0.13 0.42 -1.21
C 0.6319 1.2644 -1.5873 0.02 -0.47 1.56
H 0.3991 4.3559 -5.6916 0.00 -0.04 -0.20
H 1.2449 4.5026 -4.1596 0.16 0.03 0.11
H -0.5079 4.4538 -4.1924 -0.15 -0.01 0.12
H -1.1779 1.8133 -6.4086 0.09 0.10 -0.14
H -2.0549 1.8674 -4.8899 -0.11 0.08 0.14
H -1.2022 0.4072 -5.3593 0.04 -0.19 0.05
H 1.9165 1.8017 -6.5141 -0.08 0.10 -0.16
H 1.9049 0.3649 -5.5053 -0.05 -0.18 0.06
H 2.8649 1.7547 -5.0365 0.14 0.07 0.13
```
Positions in Å, forces in eV/Å.

Values from the calculation:
- DFT total energy: -62466.85251 eV
- LUMO: 1.239 eV
- Molecular weight: 694.833 g/mol
- Frontier orbital gap: 6.202 eV
- Charge: -1
- ΔE to the lowest compared entry with this formula, charge and spin: 116.3 kJ/mol



Entry 4:
The following is a quantum chemistry calculation of a molecular structure, C6H13ClN2O2S, from OMol25.

XYZ file:
```
25
Properties=species:S:1:pos:R:3:forces:R:3
C 0.9561 -1.1055 -0.0611 -3.66 -0.97 0.51
C 0.2367 -2.4227 -0.1840 1.54 0.46 -0.11
C -1.8075 -0.1223 -1.3419 1.55 0.57 0.25
C -1.7175 0.0670 1.2058 0.00 -1.22 -2.03
C -0.9066 2.0078 -0.2006 -1.33 -2.62 1.29
C -0.9858 0.4780 -0.1806 -2.90 -0.45 3.13
N 2.5199 0.7856 1.6835 -2.14 3.14 4.10
N 2.1849 -1.1342 0.0419 2.46 0.53 0.47
O 2.6806 1.2782 -0.8780 -1.95 1.73 -0.87
O 0.3684 0.0698 -0.0761 -0.17 0.83 -0.59
S 2.8624 0.3838 0.2164 1.20 -2.19 -2.95
Cl 4.7846 -0.2291 -0.2237 5.14 -1.60 -0.82
H -0.5439 -2.6668 0.5046 -0.35 0.36 0.86
H 1.1229 -3.1102 -0.0089 -1.60 0.15 -1.10
H -0.2735 -2.2802 -1.1352 0.43 -1.21 -0.52
H -1.1127 -0.0355 -2.1582 -0.02 -0.20 -1.01
H -2.0516 -1.1690 -1.1768 -0.18 0.13 0.01
H -2.6883 0.4747 -1.5751 0.01 -0.08 0.26
H -0.9873 -0.3792 1.8363 0.79 0.14 0.92
H -2.4441 -0.7861 1.0804 0.31 1.16 -0.14
H -2.1692 0.9376 1.6350 -0.34 0.19 0.45
H -0.1902 2.4184 0.4226 1.41 0.44 1.57
H -0.6682 2.2591 -1.1246 1.34 1.45 -4.44
H -1.8434 2.4460 -0.0135 -1.35 0.39 0.46
H 2.6734 1.8349 1.7119 -0.18 -1.15 0.29
```
Positions in Å, forces in eV/Å.

Values from the calculation:
- 2S+1: 3
- DFT total energy: -36858.15443 eV
- LUMO (spin up / spin down): 0.481 / -3.239 eV
- Molecular weight: 212.702 g/mol
- Frontier orbital gap (spin up / spin down): 5.650 / 6.591 eV
- Charge: 0



What is the DFT total energy in the second record? -213973.63392 eV